(1)
Below is a cluster of 4 separate species, C4H15NO4S2 in total in a non-equilibrium geometry, with properties calculated with the ωB97M-V functional and the def2-TZVPD basis.

Output
max |F|	2.3	eV/A
HOMO level	-8.9	eV
molar mass	205.301	g mol⁻¹
structure (SMILES)	CSSC[C@@H](N)C=O.O.O.O

Each atom is followed by the atoms it is bonded to, with distances in Å.
Element x y z (Å)
1 N 2.7143 -0.3090 0.6050  C2 1.448, H9 1.003, H10 1.005
2 C 1.9341 -0.2790 -0.6143  N1 1.448, C3 1.527, C5 1.555, H11 1.092
3 C 2.0650 -1.6749 -1.2194  C2 1.527, O4 1.201, H12 1.103
4 O 1.1309 -2.4186 -1.3454  C3 1.201
5 C 0.4168 0.0231 -0.4622  C2 1.555, S6 1.853, H13 1.076, H14 1.090
6 S 0.2313 1.8140 -0.0256  C5 1.853, S7 2.027
7 S -1.6392 1.8914 0.7527  S6 2.027, C8 1.790
8 C -2.6534 2.0838 -0.7098  S7 1.790, H15 1.087, H16 1.087, H17 1.082
9 H 2.7680 0.5867 1.0530  N1 1.003
10 H 2.3816 -0.9936 1.2616  N1 1.005
11 H 2.4037 0.4758 -1.2483  C2 1.092
12 H 3.0624 -2.0386 -1.5185  C3 1.103
13 H 0.0709 0.0149 -1.4815  C5 1.076
14 H 0.0202 -0.5591 0.3695  C5 1.090
15 H -3.7150 2.1392 -0.4841  C8 1.087
16 H -2.4169 3.0207 -1.2069  C8 1.087
17 H -2.5157 1.2664 -1.4058  C8 1.082
18 H 0.8719 1.3309 2.7511  O20 0.968
19 H 1.0088 0.1891 3.6983  O20 0.966
20 O 1.5349 0.7031 3.0723  H18 0.968, H19 0.966
21 H -1.7492 -0.5032 -4.0253  O23 0.964
22 H -0.9269 -0.5516 -2.7769  O23 0.977
23 O -1.2768 0.0881 -3.4273  H21 0.964, H22 0.977
24 H -2.1625 -2.7809 2.4737  O26 0.963
25 H -2.0262 -1.4269 3.2015  O26 0.961
26 O -1.5332 -2.0916 2.7124  H24 0.963, H25 0.961

(2)
Below is an isolated molecule of C2H7N3S in a non-equilibrium geometry, with properties calculated with the ωB97M-V functional and the def2-TZVPD basis.

Output
max |F|	5.4	eV/A
HOMO level	-8.4	eV
molar mass	105.166	g mol⁻¹
structure (SMILES)	CN/N=C/NS

Each atom is followed by the atoms it is bonded to, with distances in Å.
Element x y z (Å)
1 C 0.5351 -2.1637 2.1642  H3 1.222, H4 1.200, H5 1.315, N10 1.535
2 C -0.3646 -0.0281 -0.0036  H7 1.214, N11 1.343, N12 1.398
3 H 1.3826 -1.2934 2.2925  C1 1.222
4 H 1.1062 -3.0599 1.6075  C1 1.200
5 H 0.3846 -3.0245 3.1462  C1 1.315
6 H -1.0948 -0.7309 1.9917  N10 1.107
7 H -0.6249 0.8911 0.7463  C2 1.214
8 H 0.1325 -0.0555 -2.2815  N12 1.238
9 H -0.8554 2.6403 -1.5814  S13 1.469
10 N -0.7730 -1.6802 1.5224  C1 1.535, H6 1.107, N11 1.468
11 N -0.5241 -1.3564 0.1125  C2 1.343, N10 1.468
12 N -0.1092 0.5701 -1.2409  C2 1.398, H8 1.238, S13 1.743
13 S 0.5244 2.1905 -1.3527  H9 1.469, N12 1.743

no.,HOMO-LUMO gap (eV),DFT total energy (eV)
1,9.24,-35741.3272
2,8.76,-17487.8472